No. 1
This record from the OMol25 dataset describes a molecular structure, C21H19BrN2O7PtS in a non-equilibrium geometry. The level of theory is the ωB97M-V functional and the def2-TZVPD basis.

Summary:
- <S²> = 2.02
- HOMO level (spin up / spin down) (Ha) = 0.0617 / -0.0304
- 2S+1 = 3
- frontier orbital gap (spin up / spin down) (eV) = 2.2 / 4.7
- total charge = -2

Last column: Mulliken spin population.
Positions of all 52 atoms, in Å:
1 Pt -1.3092 -0.2053 -0.1294  0.7015
2 O -0.5223 1.1361 4.9029  -0.0238
3 C 0.1265 1.8546 5.5808  0.0584
4 O 0.6435 2.4354 6.3922  -0.0252
5 C -3.7767 -2.1887 4.1655  0.0989
6 O -3.0976 -3.1296 3.8570  -0.0360
7 O -4.2716 -1.1102 4.2246  -0.0345
8 C 4.4593 2.1816 -1.4543  0.0354
9 C 3.3668 2.4939 -0.3866  0.0301
10 N 1.9655 2.5012 -0.9423  0.0277
11 C 1.4870 3.8511 -1.3485  0.0241
12 C 0.5390 4.5432 -0.3738  0.0000
13 C 1.2022 1.4105 -0.8360  0.1178
14 S -0.5555 1.6313 -1.2048  0.2057
15 N 1.7888 0.2646 -0.5678  -0.0579
16 C 1.4461 -0.8815 -0.0261  0.3029
17 O 0.2241 -1.3929 0.1158  0.1646
18 C 2.5248 -1.7918 0.4237  0.0033
19 C 2.2024 -2.6717 1.4541  0.1348
20 C 3.0622 -3.7670 1.7331  -0.1007
21 C 4.2657 -3.9415 1.0365  0.2294
22 C 4.6518 -2.9745 0.1102  -0.1154
23 C 3.7942 -1.8952 -0.1791  0.1575
24 H 5.3553 2.1363 -0.8258  -0.0121
25 H 4.5796 3.0309 -2.1197  -0.0052
26 H 4.3140 1.1989 -1.9950  0.0004
27 H 3.6073 3.5302 -0.0575  -0.0067
28 H 3.4605 1.7549 0.4299  -0.0139
29 H 0.9429 3.8047 -2.3279  0.0127
30 H 2.4049 4.4234 -1.5737  -0.0049
31 H -0.3865 3.9844 -0.2516  0.0023
32 H 0.2600 5.5468 -0.7020  -0.0069
33 H 1.0358 4.6529 0.6510  -0.0016
34 H 1.3941 -2.3948 2.1200  0.0399
35 H 2.8526 -4.4966 2.5306  -0.0134
36 H 4.8881 -4.7684 1.3340  0.0222
37 H 5.6561 -3.0347 -0.3803  -0.0120
38 H 4.1832 -1.0409 -0.7624  0.0606
39 Br -4.2216 0.2495 -4.2247  0.0003
40 C -4.6585 -0.8510 -2.7036  0.0010
41 C -5.1833 -2.0686 -3.1261  0.0064
42 C -5.7342 -2.9236 -2.1789  -0.0110
43 C -5.6254 -2.5657 -0.8311  -0.0124
44 C -4.9834 -1.3598 -0.4481  -0.0024
45 C -4.5702 -0.3957 -1.3691  0.0190
46 C -4.0963 0.9037 -0.8017  0.0072
47 O -4.7021 1.9759 -0.8863  0.0127
48 O -3.0007 0.7928 -0.0852  -0.0119
49 H -5.0920 -2.2751 -4.2053  0.0007
50 H -6.1901 -3.8776 -2.4437  -0.0014
51 H -5.9116 -3.1954 0.0416  0.0038
52 H -4.7956 -1.0909 0.6450  0.0277

=====

No. 2
This record from the OMol25 dataset describes a molecular structure, C8H12CrN4O4P in a non-equilibrium geometry. The level of theory is the ωB97M-V functional and the def2-TZVPD basis.

Summary:
- <S²> = 3.85
- HOMO level (spin up / spin down) (Ha) = -0.2520 / -0.2529
- 2S+1 = 4
- frontier orbital gap (spin up / spin down) (eV) = 6.8 / 6.8

Last column: Mulliken spin population.
Positions of all 30 atoms, in Å:
1 Cr -0.0949 1.0846 0.2933  3.2434
2 P -0.5515 3.3134 0.9483  0.0220
3 O -0.6759 4.7544 1.4177  -0.0136
4 O 0.8187 2.6442 1.0729  -0.1238
5 O -0.6403 2.7727 -0.4836  -0.1008
6 O -1.2432 2.0989 1.5302  -0.0946
7 C 1.2999 -0.7092 -3.9646  -0.0015
8 C 0.9055 -0.0376 -2.7177  0.0441
9 N 0.6081 0.4901 -1.6675  -0.0223
10 H 2.3435 -1.0193 -3.9123  0.0011
11 H 1.0468 -0.0412 -4.7879  0.0018
12 H 0.6240 -1.5280 -4.2110  0.0020
13 C -4.7285 0.4358 -0.8972  -0.0016
14 C -3.2302 0.3328 -0.6398  0.0245
15 N -2.0720 0.2005 -0.4835  -0.0242
16 H -5.1545 0.4627 0.1057  0.0006
17 H -5.0028 -0.3737 -1.5737  0.0010
18 H -4.8787 1.4640 -1.2266  0.0006
19 C -0.7609 -2.4973 3.4682  0.0008
20 C -0.5025 -1.3816 2.5970  0.0153
21 N -0.3215 -0.5494 1.8846  -0.0066
22 H 0.1424 -2.7547 4.0213  0.0006
23 H -1.0448 -3.3949 2.9189  0.0007
24 H -1.4942 -2.2990 4.2500  0.0006
25 C 4.6098 -0.7459 0.2806  0.0005
26 C 3.1847 -0.2198 0.4768  0.0140
27 N 2.1126 0.1667 0.6115  0.0148
28 H 4.4380 -1.6567 -0.2929  0.0001
29 H 5.1368 -1.1080 1.1633  0.0002
30 H 5.1256 0.0957 -0.1819  0.0002

=====

No. 3
This record from the OMol25 dataset describes a molecular structure, C49H54Cl3GeN10SeTi in a non-equilibrium geometry. The level of theory is the ωB97M-V functional and the def2-TZVPD basis.

Summary:
- <S²> = 2.03
- HOMO level (spin up / spin down) (Ha) = -0.1211 / -0.1707
- 2S+1 = 3
- frontier orbital gap (spin up / spin down) (eV) = 4.8 / 5.4
- total charge = -1

Last column: Mulliken spin population.
Positions of all 119 atoms, in Å:
1 Ti 0.0895 -0.6184 0.2071  -0.1033
2 C 3.6127 1.7739 1.2902  0.1390
3 C 2.8177 0.8366 0.6727  0.0194
4 N 1.4853 0.7872 0.8451  0.1234
5 C 0.9770 1.6793 1.7659  0.1157
6 C 1.8246 2.6174 2.3711  -0.0094
7 N 3.1124 2.7075 2.1320  0.0904
8 C -0.4126 1.4921 2.0955  0.1348
9 C -0.9185 1.8115 3.3525  0.0040
10 C -2.1979 1.4142 3.7321  0.0280
11 C -2.9975 0.8721 2.6983  0.0993
12 C -2.4630 0.6582 1.4446  -0.0522
13 N -1.1592 0.8567 1.1427  0.1461
14 C -3.3806 0.3772 0.3328  -0.0280
15 C -4.4970 -0.4653 0.4274  0.0154
16 N -5.4260 -0.5022 -0.5085  0.0026
17 C -5.2529 0.2788 -1.5679  -0.0072
18 C -4.1034 1.0419 -1.7141  0.0199
19 N -3.1774 1.1000 -0.7748  0.0059
20 C -2.6690 1.5232 5.1001  -0.0021
21 C -1.7780 1.6204 6.1799  0.0177
22 C -2.2705 1.7111 7.4643  -0.0010
23 N -3.5614 1.7015 7.7712  0.0198
24 C -4.4096 1.5849 6.7587  -0.0053
25 C -4.0312 1.4943 5.4350  0.0242
26 H 4.6829 1.7986 1.1354  0.0135
27 H 3.2628 0.0949 0.0200  0.0144
28 H 1.4302 3.3377 3.0766  -0.0064
29 H -0.2884 2.3513 4.0423  -0.0066
30 H -4.0335 0.6358 2.8789  0.0231
31 H -4.6406 -1.1254 1.2731  0.0008
32 H -6.0484 0.2861 -2.2989  0.0034
33 H -3.9276 1.6569 -2.5810  -0.0014
34 H -0.7130 1.5809 6.0187  0.0059
35 H -1.5970 1.7908 8.3078  -0.0001
36 H -5.4571 1.5643 7.0365  -0.0003
37 H -4.7913 1.3991 4.6754  0.0043
38 C -0.0542 -0.0964 -3.9865  -0.0007
39 N 0.5409 -0.3991 -2.6919  0.0185
40 C 1.2914 -1.4403 -2.7225  -0.0045
41 C 1.9166 -2.0442 -1.6046  -0.0086
42 C 2.9264 -3.0079 -1.6517  0.0012
43 C 3.3074 -3.2435 -0.3334  0.0036
44 C 2.5020 -2.4381 0.4556  0.0066
45 N 1.6550 -1.7127 -0.3025  -0.0030
46 C -0.4757 1.3243 -4.2280  0.0004
47 C 0.4352 2.3154 -4.5702  -0.0007
48 C 0.0111 3.5955 -4.8777  -0.0001
49 C -1.3392 3.9012 -4.8722  -0.0002
50 C -2.2587 2.9161 -4.5591  0.0003
51 C -1.8259 1.6449 -4.2337  -0.0017
52 H -0.9381 -0.7405 -4.0984  0.0006
53 H 0.6525 -0.3816 -4.7840  0.0012
54 H 1.5266 -1.9275 -3.6754  0.0079
55 H 3.2995 -3.4798 -2.5413  -0.0016
56 H 4.0746 -3.9124 0.0080  0.0002
57 H 2.5088 -2.3468 1.5318  -0.0054
58 H 1.4891 2.0844 -4.6145  -0.0006
59 H 0.7400 4.3498 -5.1460  0.0000
60 H -1.6703 4.8948 -5.1378  0.0000
61 H -3.3184 3.1312 -4.5818  -0.0001
62 H -2.5417 0.8693 -4.0215  0.0003
63 Cl -1.0669 -3.6464 -3.4740  0.3935
64 C -3.0425 -2.3499 -2.5250  0.3309
65 Cl -4.0564 -3.5957 -1.8903  0.0364
66 Cl -3.6827 -1.5558 -3.9148  0.0341
67 C -2.2024 -1.6966 -1.6899  0.0170
68 N -1.3700 -1.2422 -0.9991  0.1846
69 C -0.8561 -4.1718 0.6408  0.0011
70 C -2.1820 -3.5863 1.1445  0.0030
71 C -3.1951 -4.7313 1.2411  0.0019
72 C -2.0216 -2.8297 2.4503  0.0256
73 C -2.9826 -2.9241 3.4363  -0.0155
74 C -2.8062 -2.3623 4.6935  0.0225
75 C -1.5480 -1.8819 5.0191  -0.0181
76 C -0.5423 -1.7724 4.0805  0.0080
77 C 0.8715 -1.6333 4.6021  0.0075
78 C 1.7017 -0.5180 3.9840  0.0047
79 C 1.5495 -3.0008 4.4293  0.0022
80 C -0.8546 -2.0075 2.6876  0.0112
81 N -0.1497 -1.5090 1.6976  0.0487
82 H -1.0119 -4.6434 -0.3280  0.0027
83 H -0.4871 -4.9189 1.3432  0.0006
84 H -0.1053 -3.3868 0.5173  -0.0021
85 H -2.5448 -2.8767 0.3923  0.0001
86 H -3.0197 -5.3331 2.1296  0.0000
87 H -3.0884 -5.3685 0.3681  0.0002
88 H -4.2181 -4.3688 1.2583  0.0003
89 H -3.9003 -3.4568 3.2395  0.0009
90 H -3.5929 -2.3889 5.4359  -0.0002
91 H -1.3407 -1.6196 6.0498  0.0020
92 H 0.8006 -1.4377 5.6809  -0.0014
93 H 1.7496 -0.6481 2.9048  0.0042
94 H 2.7088 -0.5199 4.3979  0.0007
95 H 1.2451 0.4430 4.2037  0.0010
96 H 1.5402 -3.3033 3.3845  0.0001
97 H 1.0114 -3.7501 5.0075  -0.0006
98 H 2.5809 -2.9725 4.7770  -0.0004
99 C 4.6738 0.2563 -5.2565  0.0000
100 Ge 4.8559 2.2191 -5.0449  -0.0001
101 C 3.6723 3.1594 -6.3382  0.0000
102 C 6.7186 2.8235 -5.4274  0.0000
103 C 4.3333 2.7669 -3.1850  0.0000
104 Se 2.9701 1.5341 -2.4443  -0.0041
105 C 1.8659 2.8738 -1.5656  0.0286
106 H 3.6238 -0.0163 -5.2007  0.0000
107 H 5.0682 -0.0774 -6.2122  0.0000
108 H 5.1954 -0.2689 -4.4618  0.0000
109 H 4.1734 3.2714 -7.2952  0.0000
110 H 3.4173 4.1507 -5.9738  0.0000
111 H 2.7516 2.6105 -6.5050  0.0000
112 H 6.9492 2.6049 -6.4661  0.0000
113 H 7.4450 2.3199 -4.7975  0.0000
114 H 6.8110 3.8950 -5.2728  0.0000
115 H 3.8812 3.7579 -3.1971  0.0002
116 H 5.1828 2.7956 -2.5027  -0.0001
117 H 1.5212 3.5934 -2.3074  -0.0005
118 H 2.4393 3.3702 -0.7804  0.0004
119 H 1.0084 2.3488 -1.1391  0.0070

=====

Record-wise molecular weight values, in g/mol: 718.4, 311.2, 1088.8